(1)
3 unconnected molecules or ions with the total composition C2H6N4O2, computed with ωB97M-V with the def2-TZVPD basis set.

CARTESIAN COORDINATES (ANGSTROEM)
H (-2.309, 2.003, -0.828)
N (-1.909, 1.071, -0.901)
N (-1.018, 1.104, -1.719)
C (-0.106, 0.204, -2.020)
O (-0.138, -0.457, -3.021)
H (0.808, 0.363, -1.402)
N (-2.747, -1.992, -0.619)
C (-3.477, -1.129, -0.264)
O (-4.192, -0.277, 0.041)
H (-1.832, -1.995, -0.947)
N (-0.993, -0.014, 1.520)
H (-0.456, 0.890, 1.682)
H (-1.647, 0.182, 0.733)
H (-0.390, -0.673, 1.217)

Summary:
**Relative energy (zero: lowest compared OMol25 entry of this formula, charge and spin)**: 64.04 kcal/mol
**Lowest unoccupied orbital energy**: -0.024 Ha
**SMILES string**: [H]/N=N/C=O.N=C=O.N

***

(2)
A single C2H5N3O molecule, computed with ωB97M-V with the def2-TZVPD basis set.

CARTESIAN COORDINATES (ANGSTROEM)
C (1.700, 1.240, 0.573)
N (0.587, 1.524, 0.027)
N (-0.424, 0.630, -0.185)
C (-0.383, -0.753, -0.088)
N (-1.455, -1.347, -0.679)
O (0.539, -1.348, 0.466)
H (2.024, 0.206, 0.830)
H (2.418, 2.010, 0.733)
H (-1.224, 1.086, -0.591)
H (-1.445, -2.369, -0.509)
H (-2.338, -0.879, -0.578)

Summary:
**Relative energy (zero: lowest compared OMol25 entry of this formula, charge and spin)**: 35.22 kcal/mol
**Lowest unoccupied orbital energy**: 0.028 Ha
**SMILES string**: C=NNC(N)=O

***

(3)
A single C5H8N2O molecule, computed with ωB97M-V with the def2-TZVPD basis set.

CARTESIAN COORDINATES (ANGSTROEM)
C (-2.183, -0.716, -0.515)
N (-1.173, -0.725, 0.566)
C (0.128, -0.017, 0.318)
C (0.831, 0.009, 1.654)
C (-0.044, 1.293, -0.144)
N (-0.184, 2.346, -0.605)
C (0.929, -0.763, -0.656)
O (2.128, -0.753, -0.944)
H (-1.859, -1.256, -1.434)
H (-3.039, -1.263, -0.216)
H (-2.421, 0.328, -0.800)
H (-1.558, -0.244, 1.396)
H (0.128, 0.437, 2.416)
H (1.095, -1.052, 1.975)
H (1.865, 0.462, 1.661)
H (0.295, -1.568, -1.117)

Summary:
**Relative energy (zero: lowest compared OMol25 entry of this formula, charge and spin)**: 48.49 kcal/mol
**Lowest unoccupied orbital energy**: 0.012 Ha
**SMILES string**: CN[C@](C)(C#N)C=O

***

(4)
A molecular structure, C20H40AlBe2Br2F8N3O7P2S, computed with ωB97M-V with the def2-TZVPD basis set.

CARTESIAN COORDINATES (ANGSTROEM)
C (1.821, -3.903, -1.361)
C (1.394, -2.694, -0.510)
C (0.217, -3.067, 0.409)
C (1.059, -1.602, -1.585)
C (0.308, -0.480, -0.955)
C (-0.033, 0.788, -1.727)
P (0.224, 0.584, -3.572)
N (-0.237, 1.847, -4.394)
C (-1.537, 1.216, -1.656)
C (-2.347, 0.815, -0.426)
C (-3.847, 1.176, -0.488)
C (-4.486, 1.208, -1.883)
C (-4.843, -0.189, -2.372)
N (-4.325, -0.523, -3.620)
C (-1.318, 2.732, -1.584)
O (-2.139, 3.575, -1.386)
O (0.017, 3.058, -1.754)
C (0.777, 1.998, -1.228)
S (0.737, 2.302, 0.655)
C (2.295, 1.994, -1.483)
C (2.813, 3.153, -2.351)
C (3.591, 2.551, -3.568)
N (3.164, 2.872, -4.875)
O (4.541, 1.837, -3.369)
H (2.516, -4.530, -0.809)
H (2.265, -3.583, -2.297)
H (0.933, -4.479, -1.604)
H (2.327, -2.411, 0.099)
H (-0.700, -2.924, -0.158)
H (0.308, -4.121, 0.664)
H (0.150, -2.514, 1.358)
H (2.014, -1.210, -1.941)
H (0.468, -2.105, -2.385)
H (-0.641, -0.859, -0.586)
H (0.910, -0.257, -0.070)
H (-0.492, -0.574, -3.932)
H (1.587, 0.301, -3.803)
H (0.563, 2.210, -4.895)
H (-1.969, 0.907, -2.602)
H (-1.928, 1.369, 0.414)
H (-2.252, -0.235, -0.163)
H (-4.371, 0.396, 0.067)
H (-4.081, 2.097, 0.036)
H (-3.957, 1.761, -2.650)
H (-5.438, 1.722, -1.777)
H (-6.081, -0.228, -2.506)
H (-4.625, -0.930, -1.603)
H (-3.456, -0.058, -3.863)
H (-5.029, -0.420, -4.371)
H (0.091, 3.474, 0.787)
H (2.636, 1.052, -1.907)
H (2.803, 2.092, -0.533)
H (2.038, 3.815, -2.733)
H (3.577, 3.721, -1.825)
H (2.724, 2.048, -5.274)
H (2.462, 3.602, -4.811)
Be (1.767, -1.242, 1.244)
C (4.013, -1.970, 3.826)
O (5.212, -1.892, 3.575)
O (3.690, -2.259, 5.147)
O (3.022, -1.842, 3.051)
H (4.594, -2.311, 5.488)
Br (2.103, 5.338, -1.017)
F (-3.581, -5.855, 2.981)
P (-2.551, -4.727, 3.553)
F (-2.132, -5.794, 4.702)
F (-3.748, -4.279, 4.565)
F (-2.285, -3.113, 3.584)
F (-2.602, -4.405, 1.788)
F (-0.948, -4.816, 3.233)
Be (0.721, 0.259, 1.916)
C (3.619, 2.358, 5.446)
C (2.100, 2.466, 5.073)
C (1.304, 2.547, 6.416)
O (1.737, 1.374, 4.433)
H (3.822, 1.478, 6.050)
H (4.224, 2.310, 4.544)
H (3.904, 3.245, 6.014)
H (1.970, 3.433, 4.559)
H (1.468, 1.668, 7.037)
H (0.238, 2.640, 6.218)
H (1.630, 3.426, 6.974)
Al (-2.843, -4.995, -0.038)
F (-6.662, -1.469, -2.424)
F (-5.660, 1.124, -4.043)
Br (-1.327, -3.074, -3.136)

Summary:
**Lowest unoccupied orbital energy**: -0.250 Ha

***

Number 1: frontier orbital gap 9.31 eV, molecular weight 118.10 g mol⁻¹, maximum force 5.02 eV/Å. Number 2: frontier orbital gap 10.21 eV, molecular weight 87.08 g mol⁻¹, maximum force 2.26 eV/Å. Number 3: frontier orbital gap 10.58 eV, molecular weight 112.13 g mol⁻¹, maximum force 4.80 eV/Å. Number 4: frontier orbital gap 2.00 eV, molecular weight 885.37 g mol⁻¹, maximum force 3.56 eV/Å.